11
Properties=species:S:1:pos:R:3:forces:R:3:lowdin_charge:R:1 method="wB97M-V/def2-TZVPD" e_tot_ha=-380.46682 smiles="C=COC(=O)C=O" largest_force_ev_per_a=0.8 orbital_gap_ev=9.605 charge=0
C -0.759 0.130 -0.604 -0.5 0.5 0.0 -0.200
H -2.678 -0.774 -0.556 0.1 -0.1 0.3 0.073
C -2.073 0.121 -0.538 0.0 0.0 -0.1 0.069
O 2.027 1.050 -0.443 0.1 -0.6 0.5 0.093
O 0.043 -1.007 -0.462 -0.1 0.0 0.2 0.027
H -0.173 1.038 -0.672 -0.2 0.1 0.0 0.111
C 0.773 -0.685 0.654 0.0 -0.2 0.5 -0.439
H -2.546 1.087 -0.438 -0.2 0.0 -0.5 0.066
H 2.907 -0.147 0.937 0.1 0.1 0.1 0.136
C 2.024 0.137 0.345 0.3 0.4 -0.3 -0.121
O 0.454 -0.950 1.775 0.4 -0.1 -0.6 0.186